This record from the Open Molecules 2025 dataset describes a molecular structure, C31H22N6O8Tl in a non-equilibrium geometry. The level of theory is ωB97M-V with the def2-TZVPD basis set.

Last column: Mulliken charge in e.
CARTESIAN COORDINATES (ANGSTROEM)
Tl: 0.64 0.88 -0.29  1.1202
C: 4.80 -2.74 -1.10  -0.5939
C: 4.93 -1.41 -1.48  -0.5774
C: 3.85 -0.70 -1.96  -0.4300
C: 2.60 -1.32 -2.08  0.1205
C: 2.48 -2.67 -1.71  0.0558
C: 3.57 -3.36 -1.21  -0.9161
N: 1.54 -0.55 -2.46  -0.1663
C: 0.65 -0.82 -3.37  0.5627
C: 0.75 -1.90 -4.31  -0.7267
C: -0.17 -2.10 -5.28  -0.6282
C: -1.27 -1.23 -5.43  -0.7303
C: -1.40 -0.16 -4.60  -0.5416
C: -0.47 0.08 -3.55  0.2912
N: -0.57 1.09 -2.69  1.0043
N: -1.51 1.97 -2.79  -1.3677
C: -1.53 2.98 -1.89  0.2828
C: -2.71 3.74 -1.79  -0.3580
C: -2.78 4.75 -0.86  -0.3751
C: -1.68 5.01 -0.05  -0.5848
C: -0.53 4.26 -0.26  -0.3803
N: -0.45 3.28 -1.14  -0.2795
H: 5.66 -3.29 -0.73  0.3932
H: 5.89 -0.91 -1.39  0.4001
H: 3.94 0.33 -2.23  0.3615
H: 1.51 -3.14 -1.77  0.6160
H: 3.46 -4.39 -0.90  0.3736
H: 1.61 -2.56 -4.22  0.4179
H: -0.07 -2.94 -5.96  0.3834
H: -2.00 -1.42 -6.20  0.3628
H: -2.22 0.53 -4.70  0.4354
H: -3.53 3.49 -2.43  0.4371
H: -3.69 5.33 -0.75  0.3665
H: -1.71 5.78 0.71  0.3990
H: 0.37 4.44 0.31  0.4240
O: -0.69 -3.33 1.23  -0.5438
C: 0.07 -2.33 0.75  0.2306
O: -0.25 -1.72 -0.24  -0.3194
C: 1.28 -2.07 1.57  0.2392
C: 1.56 -2.81 2.71  -0.9588
C: 2.66 -2.44 3.47  -0.9265
C: 3.39 -1.33 3.09  -1.1186
C: 3.08 -0.69 1.89  1.0449
N: 2.04 -1.07 1.15  0.9639
C: 3.81 0.48 1.34  0.2013
O: 4.92 0.89 2.02  -0.5474
O: 3.47 1.08 0.36  -0.3934
H: -1.50 -3.38 0.69  0.4036
H: 0.93 -3.64 2.99  0.6019
H: 2.92 -3.01 4.35  0.4303
H: 4.19 -1.00 3.74  0.2750
H: 5.11 0.34 2.79  0.2864
O: 0.03 0.70 2.51  -0.3403
C: -0.94 1.11 3.12  -0.5039
C: -2.33 1.03 2.76  0.8648
C: -3.27 1.22 3.77  -0.3628
C: -4.63 1.07 3.53  -0.4896
C: -5.08 0.80 2.22  -0.3358
C: -4.19 0.66 1.21  -0.6730
C: -2.75 0.73 1.40  -0.1435
O: -1.98 0.57 0.44  -0.2880
N: -5.55 1.17 4.58  0.9831
O: -5.15 1.42 5.71  -0.6795
O: -6.74 0.99 4.33  -0.6776
H: -0.77 1.59 4.11  0.2000
H: -2.94 1.45 4.77  0.4969
H: -6.14 0.73 2.05  0.4790
H: -4.53 0.46 0.20  0.4491

Results
HOMO level (eV): -3.9
Kohn-Sham gap (eV): 5.54
Charge: -1
Energy (Ha): -2297.46657
Energy relative to the best compared isomer or geometry (same formula, charge and spin) (kcal/mol): 30.14

***

This record from the Open Molecules 2025 dataset describes a molecular structure, C29H38InN7O3P. The level of theory is ωB97M-V with the def2-TZVPD basis set.

Last column: Mulliken charge in e.
CARTESIAN COORDINATES (ANGSTROEM)
C: -0.37 -0.29 2.32  -0.2915
C: -0.18 -0.17 0.80  -0.4954
N: -0.94 0.88 0.15  -0.5948
In: -0.48 2.88 0.60  0.9461
C: 0.18 3.94 -1.23  -0.7778
C: 1.45 3.38 -1.77  -0.1764
N: 2.54 3.15 -1.16  -0.7674
P: -2.61 4.04 1.46  0.4262
O: -2.51 5.52 1.50  -0.7129
O: -3.05 3.39 2.91  -0.4221
O: -3.99 3.60 0.70  -0.4804
H: 0.46 -0.85 2.77  -0.2310
H: -0.40 0.69 2.79  0.1561
H: -1.30 -0.83 2.56  0.3079
H: 0.88 -0.03 0.59  0.2501
H: -0.45 -1.15 0.36  0.3686
H: -1.93 0.67 0.21  0.1865
H: 0.75 2.96 1.86  -0.3575
H: 0.32 4.99 -0.98  0.3386
H: -0.61 3.88 -1.98  0.2472
H: 1.46 3.14 -2.84  0.3293
H: 2.43 3.38 -0.16  0.2529
H: -2.29 2.97 3.32  0.2883
H: -4.17 4.20 -0.04  0.2855
N: 2.93 -2.32 2.53  -0.1958
C: 2.79 -2.23 3.85  -0.2570
C: 3.84 -1.95 4.71  -0.5942
C: 5.10 -1.72 4.16  -0.0978
C: 5.25 -1.80 2.79  -0.6119
C: 4.13 -2.10 2.01  -0.1647
H: 1.79 -2.40 4.24  0.4154
H: 3.67 -1.89 5.77  0.3702
H: 5.94 -1.49 4.80  0.3570
H: 6.20 -1.62 2.32  0.3627
H: 4.22 -2.17 0.94  0.4353
N: 3.89 -4.93 -0.41  -0.4905
C: 4.55 -6.00 -0.85  -0.5979
C: 4.46 -7.25 -0.25  -0.3530
C: 3.65 -7.39 0.87  -0.2309
C: 2.97 -6.28 1.34  -0.5146
C: 3.12 -5.07 0.66  -0.3743
H: 5.18 -5.85 -1.72  0.7337
H: 5.01 -8.09 -0.65  0.3761
H: 3.56 -8.35 1.37  0.3689
H: 2.33 -6.34 2.21  0.3784
H: 2.59 -4.19 1.00  0.6611
N: -8.11 2.19 5.07  -0.5939
C: -8.56 2.48 3.85  -0.1819
C: -7.76 2.97 2.83  -0.4936
C: -6.41 3.18 3.09  0.0541
C: -5.93 2.89 4.36  -0.2778
C: -6.82 2.40 5.30  -0.2415
H: -9.62 2.30 3.68  0.3342
H: -8.18 3.18 1.86  0.3573
H: -5.74 3.55 2.32  0.3189
H: -4.89 3.04 4.59  0.3708
H: -6.47 2.15 6.30  0.3322
N: 5.40 -5.77 -4.46  -0.4517
C: 5.60 -5.07 -5.57  -0.1798
C: 4.70 -5.03 -6.63  -0.3818
C: 3.53 -5.77 -6.53  -0.1684
C: 3.31 -6.51 -5.38  -0.5761
C: 4.27 -6.47 -4.38  0.0968
H: 6.52 -4.50 -5.62  0.3569
H: 4.92 -4.43 -7.51  0.3380
H: 2.80 -5.76 -7.34  0.3671
H: 2.41 -7.09 -5.25  0.3381
H: 4.12 -7.03 -3.47  0.2767
N: -4.52 5.73 -2.15  -0.3598
C: -5.19 6.03 -3.26  -0.2909
C: -4.61 6.59 -4.38  -0.3743
C: -3.25 6.84 -4.37  -0.2299
C: -2.53 6.53 -3.22  -0.6378
C: -3.21 5.99 -2.14  -0.0570
H: -6.26 5.82 -3.24  0.3538
H: -5.21 6.81 -5.26  0.3457
H: -2.75 7.27 -5.23  0.3609
H: -1.46 6.70 -3.16  0.3793
H: -2.68 5.74 -1.22  0.4630

Results
HOMO level (eV): -4.6
Kohn-Sham gap (eV): 6.76
Charge: -1
Energy (Ha): -2268.43106

***

This record from the Open Molecules 2025 dataset describes C2H5O4P in the gas phase in a non-equilibrium geometry. The level of theory is ωB97M-V with the def2-TZVPD basis set.

Last column: Mulliken charge in e.
CARTESIAN COORDINATES (ANGSTROEM)
C: 2.03 -0.15 0.33  -0.0924
C: -1.34 0.09 -0.19  -0.3102
O: 0.12 2.55 -0.15  -0.6389
O: 1.44 0.33 -0.89  -0.4008
O: 1.32 0.69 1.24  -0.3759
O: -2.40 0.83 0.30  -0.5111
P: 0.31 1.10 0.04  0.9895
H: 1.73 -1.14 0.58  0.2698
H: 3.14 0.07 0.20  0.2207
H: -1.53 -0.09 -1.43  0.2284
H: -1.49 -0.87 0.36  0.2920
H: -2.38 1.73 0.02  0.3288

Results
HOMO level (eV): -10.5
Kohn-Sham gap (eV): 11.15
Energy (Ha): -721.53237
Energy relative to the best compared isomer or geometry (same formula, charge and spin) (kcal/mol): 26.71

***

This record from the Open Molecules 2025 dataset describes 3 unconnected molecules or ions with the total composition C4H13NO2 in a non-equilibrium geometry. The level of theory is ωB97M-V with the def2-TZVPD basis set.

Last column: Mulliken charge in e.
CARTESIAN COORDINATES (ANGSTROEM)
C: -1.63 -0.10 0.23  -1.2481
C: -0.52 -1.14 0.14  0.5891
C: -0.21 -1.88 1.22  -0.2240
N: -0.77 -1.96 2.53  -0.5774
C: 0.14 -1.31 -1.17  -1.3483
H: -1.66 0.41 1.20  0.3172
H: -1.49 0.59 -0.60  0.3544
H: -2.63 -0.58 0.14  0.3304
H: 0.43 -2.74 0.96  0.2797
H: -1.68 -2.39 2.48  0.2513
H: -0.84 -1.05 2.99  0.2876
H: 1.00 -0.63 -1.26  0.2660
H: 0.55 -2.29 -1.34  0.3810
H: -0.41 -1.07 -2.10  0.3533
H: 1.68 4.87 -3.58  0.3250
H: 1.25 3.68 -2.72  0.3092
O: 1.57 3.92 -3.60  -0.6345
H: 2.26 1.74 1.15  0.3003
H: 1.11 0.72 1.48  0.3472
O: 1.85 1.22 1.85  -0.6594

Results
HOMO level (eV): -8.9
Kohn-Sham gap (eV): 9.17
SMILES: CC(C)=CN.O.O
Energy (Ha): -365.39559
Energy relative to the best compared isomer or geometry (same formula, charge and spin) (kcal/mol): 29.43